Formula: C41H84Cl2N6O8Si
Source: OMol25
Level of theory: ωB97M-V/def2-TZVPD

Geometry as ORCA input:
```
! RIJCOSX wB97M-V def2-TZVPD def2/J DEFGRID3
* xyz 0 1
Cl -1.586 4.703 2.591
Cl -4.581 3.740 2.526
Si -0.143 -1.774 4.687
O -3.638 -2.671 3.185
O 2.644 -4.461 -1.404
O -1.162 -0.587 4.119
O 1.114 4.818 -5.769
O 1.440 -4.047 -5.429
O 4.703 6.276 -0.478
O -0.905 1.145 -0.340
O -5.904 -1.985 7.053
N 0.283 3.649 -1.207
N -4.488 -2.748 5.343
N 1.986 -3.273 1.168
N 3.941 -2.788 -6.202
N 3.830 5.673 -6.195
N 3.166 5.035 -2.605
C -5.109 -4.070 5.055
C -0.998 2.614 4.203
C 2.934 6.426 -2.216
C -0.562 -3.483 4.057
C 3.624 -4.157 -6.614
C 2.592 -4.825 -5.698
C -4.733 -5.134 7.340
C 0.007 -3.069 -0.238
C -2.057 0.702 -1.033
C 3.379 4.362 -6.666
C -5.746 -4.759 6.249
C 2.153 3.869 -5.890
C -2.101 3.300 3.458
C -3.599 0.417 3.650
C -0.324 2.434 -3.215
C 3.396 6.723 -0.786
C -4.645 1.884 5.296
C -4.125 -0.632 4.390
C 0.506 2.402 -1.938
C -4.604 -5.960 9.768
C -5.196 -1.769 6.106
C 3.234 -4.154 -8.088
C 0.424 -4.098 -6.412
C -4.856 -0.442 5.540
C -4.011 -2.089 4.171
C 1.482 -2.707 -0.086
C 0.299 1.152 -1.077
C 3.545 7.343 -3.271
C -0.357 -1.772 6.538
C -1.431 -0.534 2.728
C -3.876 1.692 4.136
C -2.769 0.181 2.429
C 3.194 4.405 -8.179
C 1.643 -1.385 4.281
C -5.137 0.821 6.028
C -5.273 -4.999 8.766
C 0.224 4.895 -6.864
C 5.750 7.142 -0.868
C 1.639 -5.255 -2.007
C 2.342 -3.086 -1.298
C -3.369 2.893 3.429
H 6.593 6.952 -0.203
H -3.708 -6.418 9.344
H -1.825 -0.101 -1.740
H 3.302 7.793 -0.560
H 0.064 3.911 -7.317
H -0.521 -3.881 -5.916
H -0.585 -2.541 0.510
H -0.292 2.171 3.498
H -2.560 1.513 -1.564
H -1.382 1.823 4.844
H 2.135 -6.112 -2.464
H -2.743 0.315 -0.283
H -6.197 -5.674 5.854
H 4.579 7.073 -3.490
H -1.373 2.668 -3.029
H 2.300 -5.809 -6.089
H 2.061 -0.721 5.040
H -5.271 -6.773 10.056
H -0.457 3.338 4.811
H -0.640 0.018 2.212
H -3.338 -0.462 1.758
H -4.837 2.894 5.634
H -0.162 -4.136 -0.090
H 0.924 3.710 -0.420
H -0.634 3.632 -0.769
H 2.215 -2.314 4.306
H -4.422 -6.170 7.184
H -2.548 1.123 1.933
H -0.822 -3.540 3.001
H -4.292 -4.701 4.703
H 1.790 -0.935 3.299
H 1.097 1.114 -0.329
H 3.068 -2.272 -6.127
H -5.708 0.957 6.935
H -6.559 -4.173 6.664
H -5.809 -3.977 4.222
H 1.879 -2.731 -2.229
H 3.059 -4.988 -4.723
H 1.543 -1.617 0.003
H 0.363 -5.091 -6.868
H 1.560 2.399 -2.239
H 4.179 3.646 -6.452
H -1.462 -1.537 2.301
H -5.113 -3.979 9.114
H 2.738 6.185 -0.098
H 2.645 4.428 -1.979
H 2.475 3.665 -4.865
H 0.920 -5.635 -1.277
H 0.339 -4.088 4.186
H 4.320 -2.793 -5.260
H 2.983 7.262 -4.202
H 0.577 -3.354 -7.199
H 1.763 2.929 -6.306
H 2.476 -3.399 -8.300
H -0.159 -0.774 6.935
H 2.847 -5.126 -8.400
H -0.276 1.477 -3.739
H -4.295 -5.452 10.680
H -6.345 -5.198 8.751
H -1.392 -2.016 6.785
H 3.526 8.387 -2.952
H -0.728 5.265 -6.484
H 4.161 4.501 -8.671
H 2.713 3.496 -8.547
H -1.358 -3.937 4.650
H 0.376 0.240 -1.687
H 1.851 6.584 -2.227
H 1.114 -4.699 -2.790
H 3.308 -2.583 -1.200
H 2.098 -4.276 1.046
H -3.830 -4.528 7.229
H 0.068 3.207 -3.878
H 4.051 5.610 -5.205
H -0.370 -2.796 -1.226
H 4.542 -4.746 -6.516
H 0.576 5.588 -7.633
H 4.103 -3.920 -8.702
H 4.145 4.815 -2.439
H 3.035 6.305 -6.233
H 5.455 8.191 -0.770
H 2.589 5.259 -8.484
H 6.075 6.959 -1.895
H 2.927 -2.931 1.340
H 0.316 -2.481 7.019
*
```

## Properties
orbital gap: 0.314 Eh
SMILES string: CCCCCN1C(=O)c2ccc(/C(Cl)=C(\C)Cl)c(CCO[Si](C)(C)C)c2C1=O.COC[C@@H](C)N.COC[C@@H](C)N.COC[C@@H](C)N.COC[C@@H](C)N.COC[C@@H](C)N
E_LUMO: -0.3 eV

These are the Mulliken partial charges, in e, on atoms 1 to 4:
1 Cl -0.197
2 Cl -0.192
3 Si 1.036
4 O -0.671

Formula: C4H6O4
Source: OMol25
Level of theory: ωB97M-V/def2-TZVPD

Geometry as ORCA input:
```
! RIJCOSX wB97M-V def2-TZVPD def2/J DEFGRID3
* xyz 0 1
O -1.638 1.844 -0.806
O 1.785 0.487 -0.801
O -1.600 -0.771 0.277
O 0.309 -1.928 -0.342
C -0.976 0.851 -0.897
C 0.671 0.749 0.010
C -0.126 -1.052 0.387
C 0.550 -0.096 1.284
H -0.828 0.207 -1.773
H -1.960 -1.507 -0.254
H -0.120 0.352 2.017
H 0.672 1.809 0.255
H 1.780 -0.456 -1.043
H 1.482 -0.491 1.686
*
```

## Properties
orbital gap: 0.358 Eh
relative energy (zero: lowest compared OMol25 entry of this formula, charge and spin): 80.9 kcal per mole
E_LUMO: 0.6 eV

These are the natural (NBO) partial charges, in e, on atoms 1 to 4:
1 O -0.534
2 O -0.692
3 O -0.719
4 O -0.607

Formula: C5H8NO
Source: OMol25
Level of theory: ωB97M-V/def2-TZVPD

Geometry as ORCA input:
```
! RIJCOSX wB97M-V def2-TZVPD def2/J DEFGRID3
* xyz 1 1
O 2.635 0.277 -0.922
N 1.943 -0.818 -0.983
C -0.959 -1.668 0.371
C -1.235 0.886 0.308
C 1.482 1.041 -0.386
C -0.459 -0.329 -0.039
C 0.826 -0.209 -0.530
H -0.478 1.762 0.221
H -0.167 -2.452 -0.029
H -2.052 1.211 -0.327
H 1.398 1.984 -0.942
H -1.738 0.595 1.348
H -1.928 -1.848 -0.131
H 1.822 1.282 0.652
H -1.089 -1.714 1.388
*
```

## Properties
orbital gap (alpha / beta): 0.319 / 0.319 Eh
relative energy (zero: lowest compared OMol25 entry of this formula, charge and spin): 114.4 kcal per mole
E_LUMO (alpha / beta): -7.1 / -7.1 eV

These are the natural (NBO) partial charges, in e, on atoms 1 to 4:
1 O -0.164
2 N 0.205
3 C -0.691
4 C -0.708

Formula: C34H40CdN4O3P2
Source: OMol25
Level of theory: ωB97M-V/def2-TZVPD

Geometry as ORCA input:
```
! RIJCOSX wB97M-V def2-TZVPD def2/J DEFGRID3
* xyz 0 1
Cd -3.065 0.686 3.035
P -0.530 1.879 -3.227
P -1.059 -1.486 -3.457
O 0.872 0.876 7.374
O -2.861 0.981 5.766
O -0.642 0.868 5.499
N 1.216 1.908 -3.160
N -0.673 3.516 -3.991
N -2.251 -2.151 -4.641
N -0.019 -2.894 -3.567
C -2.466 1.582 8.602
C -1.704 1.015 6.232
C -1.888 4.199 -3.800
C -0.116 1.090 8.219
C -2.388 -1.303 3.502
C 1.270 -4.616 -4.274
C 1.919 1.018 2.492
C -0.554 5.491 -5.111
C -0.103 -0.514 -4.718
C -1.456 1.227 7.715
C 1.013 -4.788 -2.873
C -2.096 -2.502 -5.983
C -2.214 1.711 9.975
C -0.591 0.940 -4.839
C 0.636 -3.446 -4.672
C 0.538 -0.676 1.032
C 1.896 1.613 -1.974
C -3.330 -2.881 -6.500
C -1.822 5.426 -4.444
C -0.909 1.534 10.468
C 3.254 1.499 -2.242
C -4.279 -2.798 -5.428
C 3.424 1.733 -3.641
C 0.111 4.291 -4.855
C -3.597 -2.331 -4.309
C 0.230 -3.718 -2.461
C 2.167 1.955 -4.182
C 2.022 -2.437 2.120
C 1.597 0.433 1.131
C 0.142 1.265 9.605
C 3.366 -0.805 3.511
C 3.283 -1.661 2.223
C 0.874 -2.040 1.568
C 2.510 0.427 3.536
H 1.150 1.280 0.596
H -3.164 -2.093 3.499
H 2.485 0.163 0.548
H 1.170 1.172 9.952
H 0.632 -2.955 -5.636
H 1.058 3.941 -5.234
H 2.443 0.894 4.528
H -1.653 0.978 -5.131
H 4.112 -2.379 2.245
H 1.336 1.494 -1.070
H 4.029 1.267 -1.523
H -1.137 -2.442 -6.476
H -0.156 -3.438 -1.492
H 1.874 2.102 -5.208
H 4.356 1.735 -4.195
H -0.385 -0.309 1.512
H -0.011 1.459 -5.621
H 1.362 -5.598 -2.252
H 1.572 2.059 2.612
H -2.676 3.728 -3.233
H 1.845 -5.266 -4.915
H 4.429 -0.553 3.680
H -2.588 6.189 -4.430
H 3.079 -1.434 4.369
H -1.996 -1.208 4.530
H 3.422 -1.055 1.333
H 0.235 -0.780 -0.026
H 0.944 -0.554 -4.381
H 0.337 0.851 6.374
H -5.328 -3.047 -5.482
H -3.471 1.744 8.193
H -0.006 -2.697 1.637
H -3.937 -2.095 -3.312
H -0.709 1.629 11.535
H -0.165 -0.967 -5.720
H -1.542 -1.632 2.878
H -3.522 -3.162 -7.526
H -0.170 6.317 -5.693
H -3.034 1.952 10.658
H 2.054 -3.408 2.622
*
```

## Properties
orbital gap: 0.153 Eh
relative energy (zero: lowest compared OMol25 entry of this formula, charge and spin): 24.4 kcal per mole
E_LUMO: -3.1 eV

These are the Mulliken partial charges, in e, on atoms 1 to 4:
1 Cd 0.870
2 P -0.189
3 P -0.045
4 O -0.744